Formula: C7H15N6O2
Source: the OMol25 dataset
Level of theory: ωB97M-V with the def2-TZVPD basis set

## Properties
Relative energy (zero: lowest compared OMol25 entry of this formula, charge and spin), kJ/mol: 816.2
Lowest unoccupied orbital energy, eV: -3.056
Net charge: +1
HOMO energy, eV: -12.400

Each line ends with the Löwdin charge.
Atoms and positions in Å:
C -0.211 -1.406 -1.186  -0.0697
C 1.505 -0.839 0.116  -0.0868
C -0.412 -1.985 0.944  -0.1073
C -1.532 0.032 -0.039  -0.1171
C -1.039 -0.083 2.256  -0.0515
C -0.509 0.859 -2.180  0.0511
C 1.039 1.854 0.146  0.0166
N -1.397 1.167 2.442  -0.1963
N -1.489 1.430 3.753  0.0287
N 0.546 -1.881 -0.072  -0.0830
N -0.386 0.076 -0.920  -0.1885
N 0.687 0.393 -0.006  -0.0638
N -1.098 -0.629 1.111  -0.0865
O -1.901 2.133 1.553  -0.0737
O -1.881 2.558 3.967  0.0100
H 0.370 -1.502 -2.129  0.1650
H -1.099 -2.072 -1.021  0.1600
H 2.081 -0.793 1.051  0.1638
H 2.136 -1.129 -0.656  0.1100
H -1.208 -2.762 0.689  0.1592
H -0.218 -2.187 2.006  0.1387
H -1.818 1.066 0.255  0.1244
H -2.428 -0.484 -0.372  0.1653
H 0.484 0.854 -2.651  0.1270
H -1.364 0.555 -2.827  0.1393
H -0.658 1.908 -2.003  0.0862
H 0.474 2.484 -0.515  0.0648
H 0.734 2.148 1.140  0.0703
H 2.112 2.186 -0.016  0.1215
H -2.113 2.970 2.325  0.2222

Force components x, y, z for each atom (eV/Å):
C 1.583 -2.043 -1.162
C -0.110 0.792 1.271
C -3.687 -0.167 2.442
C -2.981 2.209 0.734
C 0.755 -1.251 1.856
C 0.328 0.333 -0.576
C 1.086 -0.593 0.196
N -0.660 0.706 0.088
N -0.100 2.002 0.914
N 0.270 -0.238 0.733
N -0.267 -0.832 -0.670
N 1.813 1.582 -1.832
N -0.229 -2.258 -0.320
O -0.455 2.949 3.198
O -0.148 -0.271 -0.248
H -0.698 -0.108 0.448
H 0.111 1.447 -1.785
H -0.567 -0.303 -0.101
H 2.056 0.842 -1.743
H 0.986 0.927 -0.008
H 1.220 -0.168 -0.611
H 0.170 -1.052 -0.876
H 0.134 0.034 -1.131
H -0.496 -0.576 -0.242
H 0.885 -0.387 0.617
H -0.403 0.379 0.654
H -0.387 -0.054 -0.407
H 0.160 0.082 0.313
H -1.055 -1.128 0.108
H 0.687 -2.855 -1.861